The following is a quantum chemistry calculation of a single C4H7NP2S molecule at a distorted geometry, from OMol25.

**Relative energy (zero: lowest compared OMol25 entry of this formula, charge and spin)**: 0.0000 eV
**HOMO**: -8.0 eV
**Calculated total energy**: -1292.190070 hartree
**SMILES string**: PSc1ccn(P)c1

Structure (ORCA input):
```
! wB97M-V def2-TZVPD RIJCOSX def2/J DEFGRID3
* xyz 0 1
P -3.0307 -1.2786 -0.1765
S -2.4039 0.7346 0.3974
C -0.6035 0.6877 0.1803
C 0.1719 1.7975 -0.1572
C 1.4683 1.4682 -0.1165
N 1.5469 0.1130 0.0668
P 2.9810 -0.8536 0.0168
C 0.2879 -0.3481 0.2123
H -4.2092 -0.6586 -0.1251
H -3.2826 -1.9178 1.0170
H -0.3320 2.7553 -0.2104
H 2.3865 2.0092 -0.4912
H 2.6395 -1.0914 -1.2461
H 2.1741 -1.9245 0.2835
H 0.2059 -1.4929 0.3489
*
```